16
Properties=species:S:1:pos:R:3 method="wB97M-V/def2-TZVPD" e_above_lowest_kcal_mol=60.0 fmax_ha_per_bohr=0.0227 total_charge=0 lumo_ev="-1.5 / -1.9" homo_lumo_gap_ev="6.94 / 7.48"
C 1.39 0.72 1.12
C 0.19 0.99 0.32
C 2.07 -0.54 0.83
C -0.44 0.01 -0.42
C 0.06 -1.27 -0.18
C 1.40 -1.48 0.10
C -2.82 -0.17 -1.37
C -1.64 0.41 -1.20
Cl 0.85 0.64 2.95
Cl -1.39 1.96 -1.96
Br 2.16 -3.19 -0.22
H 2.08 1.57 1.15
H -0.28 1.95 0.47
H 3.00 -0.76 1.32
H -3.04 -1.12 -0.92
H -3.58 0.29 -1.99

19
Properties=species:S:1:pos:R:3 method="wB97M-V/def2-TZVPD" fmax_ha_per_bohr=0.0520 total_charge=0 smiles=[O-][n+]1nn(-c2ccccc2)c(Cl)c1Br lumo_ev=0.0 homo_lumo_gap_ev=8.60
O -0.05 -4.21 -0.92
N -0.33 -3.11 -0.44
N 0.40 -2.06 -0.60
N -0.19 -1.07 0.16
C 0.22 0.25 0.01
C 0.96 0.61 -1.10
C 1.41 1.94 -1.37
C 1.05 2.92 -0.46
C 0.24 2.61 0.66
C -0.24 1.32 0.85
C -1.19 -1.59 0.97
Cl -2.30 -0.86 2.11
C -1.23 -2.93 0.60
Br -2.40 -4.32 1.16
H 1.22 -0.18 -1.80
H 1.94 2.16 -2.30
H 1.37 3.90 -0.60
H -0.01 3.38 1.36
H -0.88 1.22 1.69

22
Properties=species:S:1:pos:R:3 method="wB97M-V/def2-TZVPD" fmax_ha_per_bohr=0.2153 total_charge=+4 multiplicity=4 lumo_ev="-15.8 / -15.8" homo_lumo_gap_ev="6.57 / 6.56"
Ce 3.92 -1.95 2.22
Tm -0.23 0.48 0.79
Cl 3.68 -0.79 -0.02
Cl 0.19 -0.68 2.96
C -0.64 -1.44 -0.61
C 5.75 -2.67 1.02
C 3.81 -4.14 1.54
O -0.72 -2.41 -1.25
O 6.27 -2.80 -0.02
O 3.80 -5.19 1.02
S 0.88 1.84 -1.02
C -0.84 1.93 -1.02
N -1.37 2.48 0.22
C -2.73 2.44 0.51
C -3.56 1.73 -0.32
C -3.06 1.07 -1.45
C -1.71 1.16 -1.79
H -0.80 3.21 0.66
H -3.01 2.95 1.41
H -4.64 1.65 -0.09
H -3.72 0.49 -2.09
H -1.27 0.66 -2.66

17
Properties=species:S:1:pos:R:3 method="wB97M-V/def2-TZVPD" e_above_lowest_kcal_mol=25.9 fmax_ha_per_bohr=0.0412 total_charge=0 lumo_ev="-1.1 / -1.4" homo_lumo_gap_ev="8.11 / 6.66"
C 2.39 -0.06 0.16
C 1.70 -0.65 -0.90
C 1.73 0.80 1.02
C 0.37 -0.36 -1.11
C 0.39 1.09 0.83
C -0.30 0.54 -0.25
C -1.68 0.81 -0.46
C -2.45 -1.34 0.67
O -2.86 -1.92 1.63
F -2.24 0.45 -1.62
F -2.15 -2.03 -0.46
Cl -2.51 2.08 0.31
H 3.44 -0.27 0.30
H 2.20 -1.34 -1.56
H 2.26 1.25 1.85
H -0.17 -0.81 -1.92
H -0.12 1.77 1.50

16
Properties=species:S:1:pos:R:3 method="wB97M-V/def2-TZVPD" e_above_lowest_kcal_mol=245.5 fmax_ha_per_bohr=0.1384 total_charge=0 smiles=Clc1cnc2ccccc2n1 lumo_ev=-1.5 homo_lumo_gap_ev=7.19
Cl 4.38 0.85 1.51
C 2.72 0.31 0.81
C 2.64 -1.13 0.06
N 1.39 -1.70 -0.55
C 0.23 -0.77 -0.35
C -1.23 -1.25 -1.00
C -2.60 -0.35 -0.83
C -2.53 1.07 -0.02
C -1.09 1.55 0.59
C 0.31 0.65 0.44
N 1.55 1.23 1.04
H 3.63 -1.78 -0.03
H -1.30 -2.27 -1.60
H -3.58 -0.75 -1.33
H -3.50 1.74 0.09
H -1.01 2.59 1.16

21
Properties=species:S:1:pos:R:3 method="wB97M-V/def2-TZVPD" e_above_lowest_kcal_mol=0.0 fmax_ha_per_bohr=0.1546 total_charge=+3 multiplicity=5 lumo_ev="-11.9 / -16.4" homo_lumo_gap_ev="7.21 / 8.27"
O -2.19 -0.56 -3.08
C -1.40 -0.60 -2.26
Pd -0.68 0.98 0.03
C 0.07 1.80 1.60
O 0.40 2.43 2.51
C -1.95 2.69 -0.15
O -2.37 3.72 0.14
C -2.22 -0.03 0.93
O -3.10 -0.44 1.52
C 0.52 1.91 -1.33
O 1.20 2.63 -1.90
H -1.95 1.54 -1.01
N 1.85 -2.49 -0.25
C 2.09 -2.16 1.06
C 1.33 -1.07 1.35
N 0.66 -0.76 0.19
C 0.97 -1.60 -0.76
H 2.25 -3.24 -0.77
H 2.74 -2.66 1.72
H 1.21 -0.49 2.24
H 0.57 -1.59 -1.78

20
Properties=species:S:1:pos:R:3 method="wB97M-V/def2-TZVPD" e_above_lowest_kcal_mol=140.7 fmax_ha_per_bohr=0.0736 total_charge=0 smiles="O=[N+]([O-])c1c2ccccc2o[n+]1[O-].C#N" lumo_ev="-1.0 / -1.0" homo_lumo_gap_ev="8.19 / 8.19"
O 1.62 -0.17 -2.54
N 2.03 0.34 -1.52
O 2.86 1.21 -1.45
C 1.34 -0.06 -0.34
C -0.01 -0.48 -0.30
C -0.96 -0.85 -1.27
C -2.17 -1.33 -0.85
C -2.51 -1.36 0.48
C -1.54 -1.16 1.49
C -0.29 -0.69 1.09
O 0.81 -0.39 1.75
N 1.80 0.03 0.88
O 2.87 0.40 1.38
H -0.92 -0.55 -2.27
H -2.73 -1.65 -1.69
H -3.46 -1.67 0.88
H -1.84 -1.24 2.52
C 1.06 3.25 0.61
N -0.02 3.22 0.19
H 2.08 3.14 0.97

27
Properties=species:S:1:pos:R:3 method="wB97M-V/def2-TZVPD" fmax_ha_per_bohr=0.0589 total_charge=-1 multiplicity=4 lumo_ev="2.1 / 0.4" homo_lumo_gap_ev="8.05 / 6.39"
Pr 3.74 -16.44 2.65
S 2.12 -18.48 2.03
Sb 2.11 -18.71 4.43
S 4.40 -18.05 4.83
S 1.21 -16.48 3.99
C 0.73 -14.64 0.12
C 2.09 -14.96 -0.32
N 3.03 -15.64 0.32
C 4.21 -15.49 -0.46
C 3.87 -14.83 -1.64
N 2.53 -14.53 -1.51
C 4.55 -14.63 -2.95
O 5.85 -14.62 -3.00
O 3.89 -14.24 -3.92
C 5.55 -15.95 -0.02
O 6.54 -15.67 -0.75
O 5.51 -16.62 1.11
H 0.01 -15.00 -0.66
H 0.63 -13.56 0.20
H 0.52 -15.13 1.11
H 2.07 -13.90 -2.12
H 6.24 -14.99 -2.10
N 3.92 -14.38 3.81
C 3.69 -13.21 3.75
N 3.39 -11.98 3.67
C 4.16 -11.02 4.21
N 4.80 -10.15 4.66